[1]
DFT (ωB97M-V/def2-TZVPD) results for an isolated ion of composition C6H12N and charge +1 in a non-equilibrium geometry.

Energy above the lowest of the compared OMol25 structures with the same formula, charge and spin   39.7 kcal per mole
Max |F|   0.0320 Eh/bohr
Charge   +1
LUMO   -3.53 eV
SMILES   C=C/C=C/CC[NH3+]
HOMO-LUMO gap   9.6 eV

Each line ends with the natural charge from an NBO analysis.
Geometry (Å):
C  -0.8546  0.2174  1.8376  -0.2084
C  -0.0526  -1.0277  1.5406  -0.4818
C  0.5461  -1.0047  0.1432  -0.2243
C  -0.1295  -0.7440  -0.9752  -0.2017
C  0.3736  -0.6356  -2.3453  -0.2427
C  0.7593  0.5040  -2.9053  -0.3484
N  -0.1985  1.4889  1.2804  -0.6900
H  -1.0877  0.4673  2.8704  0.2381
H  -1.8296  0.1556  1.3569  0.2266
H  0.7967  -1.0896  2.2186  0.2338
H  -0.5982  -1.9415  1.7797  0.2712
H  1.6063  -1.2406  0.1086  0.2300
H  -1.2166  -0.8743  -0.8632  0.2056
H  0.3166  -1.5022  -2.9959  0.2376
H  0.4356  1.4694  -2.5261  0.1832
H  1.1998  0.5154  -3.8923  0.2212
H  -0.7689  1.9686  0.5856  0.4476
H  0.6168  1.1439  0.7622  0.4572
H  0.0855  2.1297  2.0193  0.4450

Force components x, y, z for each atom (eV/Å):
-1.485 0.658 -0.110
1.120 -0.117 0.189
0.361 -0.098 -0.136
-1.210 -1.021 0.440
0.246 0.239 -0.387
-0.603 0.166 -0.309
0.364 -0.839 -0.089
0.340 -0.500 0.184
0.039 0.049 -0.154
0.089 0.152 0.212
-0.439 0.200 -0.228
0.073 0.376 -0.146
0.033 0.655 -0.146
0.468 -0.374 0.358
0.734 0.032 0.471
-0.196 -0.027 -0.119
-0.154 0.077 0.185
0.222 0.307 -0.122
-0.003 0.065 -0.092

=====

[2]
DFT (ωB97M-V/def2-TZVPD) results for C4H4Cl2O2 as an isolated structure in a non-equilibrium geometry.

Energy above the lowest of the compared OMol25 structures with the same formula, charge and spin   13.5 kcal per mole
Max |F|   0.0663 Eh/bohr
LUMO   0.55 eV
HOMO-LUMO gap   11.1 eV

Each line ends with the natural charge from an NBO analysis.
Geometry (Å):
C  0.4108  1.5475  -0.1707  0.8132
C  -0.1307  0.0544  0.4778  -0.3634
C  1.2473  -0.2756  -0.0184  0.1886
C  -1.3794  -0.6246  -0.0598  -0.6424
O  0.0288  2.6318  -0.3889  -0.5150
O  1.6155  1.0339  -0.3728  -0.4794
Cl  2.2764  -1.0340  1.1218  0.0544
Cl  1.3011  -1.2481  -1.5484  -0.0255
H  -0.2246  0.1953  1.6188  0.2617
H  -1.8445  -1.2965  0.6850  0.2279
H  -1.1810  -1.1701  -1.0880  0.2413
H  -2.1198  0.1860  -0.2564  0.2389

Force components x, y, z for each atom (eV/Å):
-2.482 -1.890 1.370
-0.690 2.691 0.397
0.216 -1.313 -0.993
-0.331 -0.104 -1.751
-0.277 0.625 -0.111
1.771 -0.202 -0.043
0.879 -0.208 0.764
-0.037 0.153 0.339
0.617 -0.309 -1.800
0.433 0.140 -0.513
-0.481 1.046 2.277
0.383 -0.629 0.064

=====

[3]
DFT (ωB97M-V/def2-TZVPD) results for C5H20InN10O5 as an isolated structure in a non-equilibrium geometry.

Energy above the lowest of the compared OMol25 structures with the same formula, charge and spin   257.2 kcal per mole
Max |F|   0.2148 Eh/bohr
Charge   +3
LUMO   -14.91 eV
HOMO-LUMO gap   1.6 eV

Each line ends with the natural charge from an NBO analysis.
Geometry (Å):
In  -29.3616  5.8363  -24.1338  0.9908
C  -30.4353  6.1278  -18.5963  0.7363
O  -30.6776  6.0235  -19.8013  -0.5680
N  -29.4017  6.6550  -18.1400  -0.7612
N  -31.2785  5.8176  -17.6126  -0.7258
H  -29.2699  6.7520  -17.1434  0.4231
H  -28.8691  6.9911  -18.9296  0.4214
H  -30.8386  5.8427  -16.7038  0.4009
H  -32.2291  5.5153  -17.7705  0.4330
C  -31.3445  10.8787  -23.0585  0.7446
O  -31.1390  9.8478  -23.7843  -0.5031
N  -30.7947  11.3018  -22.0703  -0.7492
N  -32.4334  11.6235  -23.1691  -0.7762
H  -29.9856  10.8073  -21.7226  0.4097
H  -31.6019  11.4368  -21.4784  0.4366
H  -32.1881  12.5985  -23.0731  0.4170
H  -33.1096  11.4139  -23.8894  0.4129
C  -32.5715  1.3788  -23.2348  0.7214
O  -31.8504  2.3165  -23.2900  -0.4683
N  -33.6490  1.3195  -23.9463  -0.7483
N  -32.2429  0.3436  -22.5768  -0.7309
H  -33.8188  2.0205  -24.6533  0.4221
H  -34.3611  0.6408  -23.7175  0.4181
H  -32.6039  -0.5878  -22.7260  0.4235
H  -31.5671  0.3892  -21.8276  0.4259
C  -26.4502  7.6396  -28.5428  0.7392
O  -26.9826  7.7521  -27.4378  -0.5635
N  -25.5076  8.4972  -28.9266  -0.6887
N  -26.7756  6.8937  -29.5513  -0.7355
H  -25.4443  9.2958  -28.3115  0.4245
H  -25.2629  8.5929  -29.9018  0.4075
H  -27.5401  6.2426  -29.4435  0.4196
H  -26.3778  7.1098  -30.4542  0.4170
C  -34.7123  6.7454  -25.3370  0.7406
O  -33.6733  6.4192  -24.7191  -0.5173
N  -35.6670  7.4492  -24.8104  -0.7714
N  -34.7680  6.4688  -26.6129  -0.7622
H  -36.4211  7.5858  -25.4683  0.4147
H  -35.5766  7.8091  -23.8710  0.4399
H  -35.5018  6.8599  -27.1862  0.4071
H  -33.9213  6.2271  -27.1077  0.4222

Force components x, y, z for each atom (eV/Å):
-0.112 0.046 0.041
-4.748 -1.247 -1.072
-0.304 -0.513 -1.053
5.376 2.360 0.391
-1.530 -0.896 0.737
0.837 0.471 -0.517
1.184 0.434 1.064
-1.024 -0.473 0.233
0.273 -0.131 0.194
-3.807 -5.815 -8.583
0.355 1.660 0.968
6.383 1.243 8.726
-3.497 1.465 -2.848
0.084 0.271 0.336
1.117 0.819 1.636
-0.649 0.266 -0.141
0.040 0.068 -0.068
-1.352 -0.797 -1.309
3.515 5.133 0.023
-3.346 -0.095 -1.958
1.552 -4.697 3.750
-0.101 -0.187 0.203
-0.125 0.231 -0.265
-0.206 0.188 -0.229
0.078 0.260 -0.231
-0.095 1.802 1.057
-0.362 -0.818 0.206
1.582 1.897 0.642
-1.636 -2.880 -1.531
0.599 0.171 -0.215
0.106 0.326 0.233
0.195 0.003 -0.418
-0.424 -0.554 0.031
2.867 -0.131 1.032
0.377 -0.112 0.685
-1.543 0.540 0.274
-0.530 -0.622 -2.995
-0.552 0.676 1.032
-0.502 -0.118 -0.264
0.127 -0.002 -0.070
-0.199 -0.240 0.275

=====

[4]
DFT (ωB97M-V/def2-TZVPD) results for one molecule with the formula C16H10N6O4 in a non-equilibrium geometry.

Max |F|   0.0743 Eh/bohr
LUMO   -0.99 eV
HOMO-LUMO gap   6.7 eV

Each line ends with the natural charge from an NBO analysis.
Geometry (Å):
N  6.2162  -1.7347  0.6531  -0.3202
C  5.2168  -1.1666  0.9264  0.2826
C  4.0090  -0.4976  1.2611  -0.3222
C  3.5467  0.8129  1.0041  -0.0337
C  2.2057  1.1766  1.2647  -0.1359
N  1.9943  2.5631  1.4409  0.4884
O  3.0018  3.2928  1.1580  -0.4524
O  0.9746  3.0586  1.9880  -0.4706
C  1.1216  0.2499  1.8293  -0.0684
C  1.7639  -1.0390  2.1650  -0.0008
N  1.3094  -1.9602  3.1034  0.4114
O  0.3305  -2.0569  3.8163  -0.3752
O  2.3895  -2.9319  3.1952  -0.1776
N  3.4853  -2.5684  2.4100  -0.0901
C  3.0966  -1.3797  1.8714  0.1385
H  4.2815  1.5693  0.7352  0.2750
H  0.5040  0.7111  2.6677  0.2467
C  -3.7182  -0.6034  -4.2417  -0.2059
C  -2.7892  -1.4722  -3.6739  -0.1803
C  -2.1114  -1.1541  -2.4973  -0.2482
C  -2.4997  -0.0240  -1.7689  0.2137
N  -1.8020  0.3126  -0.5804  -0.3340
C  -0.6035  -0.2359  -0.1470  0.2732
N  -0.1345  0.4218  0.8972  -0.2909
C  -1.1262  1.3230  1.2559  -0.0195
C  -2.1342  1.3169  0.3628  -0.0598
C  -3.5065  0.8293  -2.2590  -0.2516
C  -4.0601  0.5756  -3.5440  -0.1747
H  -4.1875  -0.8041  -5.2197  0.2315
H  -2.5896  -2.4010  -4.1787  0.2271
H  -1.3042  -1.7841  -2.1458  0.2181
H  -0.1560  -1.1474  -0.5116  0.2397
H  -1.0735  1.8748  2.1605  0.2656
H  -3.0381  1.9094  0.2937  0.2502
H  -3.8634  1.6948  -1.7053  0.2238
H  -4.7496  1.2689  -3.9870  0.2263

Force components x, y, z for each atom (eV/Å):
-2.953 1.594 0.780
3.628 -0.552 -1.068
-0.742 1.054 -1.151
0.707 -2.104 0.552
-0.513 -0.052 0.954
2.191 2.044 0.743
-2.459 -0.731 0.241
0.897 -1.325 -1.108
-0.317 2.380 0.455
-1.540 -1.259 1.467
2.029 0.762 -1.570
0.597 -0.090 -0.688
-1.098 0.320 0.064
-2.295 2.285 -0.090
0.414 -2.351 1.081
-0.524 -0.163 -0.209
1.865 -0.619 -0.043
-0.321 0.891 0.427
-0.014 0.301 -0.068
-0.646 0.290 -0.011
-0.443 0.097 -1.039
1.678 -0.033 1.893
-0.899 0.314 -0.846
-1.750 -1.100 -0.294
-0.089 0.327 0.158
0.508 -1.059 -1.006
-0.051 -0.518 -1.071
0.929 -1.064 0.898
0.361 -0.004 0.691
0.304 -0.149 -0.085
-0.195 -0.095 -0.048
0.080 0.315 -0.342
0.295 0.468 0.304
0.325 -0.224 0.085
0.291 -0.146 -0.120
-0.251 0.197 0.065